Record 1
33
Properties=species:S:1:pos:R:3 method="wB97M-V/def2-TZVPD" homo_energy_ev=-16.8 total_charge=+2 lumo_ev=-13.58 orbital_gap_ha=0.1174
Tl 1.49247 1.62971 -1.94147
C -3.77891 0.62889 -3.18540
C -2.38076 0.05713 -2.81280
O -1.39942 0.87825 -2.17866
H -3.70168 1.03015 -4.19591
H -3.94605 1.49825 -2.54950
H -4.59851 -0.05315 -2.95917
H -1.98807 -0.25098 -3.78180
H -2.58138 -0.78596 -2.15169
C 2.07637 -2.12186 1.14781
C 1.86355 -2.04511 -0.40892
C 1.22071 -3.36711 -1.06265
O 1.06810 -0.89383 -0.71125
H 2.71377 -2.99823 1.26532
H 1.07624 -2.41435 1.46763
H 2.44358 -1.15996 1.50561
H 2.88544 -1.79257 -0.69190
H 1.39406 -4.31426 -0.55180
H 1.58543 -3.43523 -2.08757
H 0.14496 -3.21204 -1.14518
H 0.17688 -1.22485 -0.57805
C -0.75354 2.52499 2.70149
C 0.56330 2.32136 1.95257
C 1.64831 1.44014 2.56328
O 0.11901 1.84875 0.66944
H -1.30133 3.44416 2.49375
H -0.57763 2.67407 3.76683
H -1.44464 1.72889 2.42454
H 0.91152 3.35105 1.87144
H 2.66540 1.47076 2.17252
H 1.14560 0.47391 2.52104
H 1.85518 1.81368 3.56616
H -0.59809 1.25525 0.90423

***

Record 2
28
Properties=species:S:1:pos:R:3 method="wB97M-V/def2-TZVPD" homo_energy_ev=-8.6 lumo_ev=0.88 orbital_gap_ha=0.3476
C -2.54009 -1.09680 -3.67837
C -2.22919 0.04996 -3.10588
C -0.85504 0.42491 -2.64911
N -0.86938 0.82514 -1.25080
C 0.33430 1.48470 -0.79480
C 1.51199 0.50278 -0.69713
O 1.20497 -0.66107 0.03602
C 1.03419 -0.59814 1.37636
C 0.52595 -1.75402 1.97769
C 0.34034 -1.81414 3.34191
C 0.65208 -0.72965 4.14838
C 1.15837 0.40404 3.54557
Br 1.60283 1.91531 4.62349
C 1.35723 0.49277 2.17858
H -1.80207 -1.86308 -3.84789
H -3.54176 -1.31717 -4.00571
H -2.98936 0.80448 -2.94369
H -0.47775 1.24221 -3.29744
H -0.18522 -0.43155 -2.75650
H -1.67005 1.42536 -1.07991
H 0.12213 1.89736 0.19417
H 0.65421 2.31286 -1.45639
H 1.77338 0.13362 -1.69113
H 2.38785 1.01876 -0.28296
H 0.28388 -2.59060 1.34274
H -0.05519 -2.71224 3.79100
H 0.50523 -0.76681 5.21594
H 1.76619 1.40100 1.76585

***

Record 3
103
Properties=species:S:1:pos:R:3 method="wB97M-V/def2-TZVPD" homo_energy_ev=-4.8 total_charge=-1 lumo_ev=-0.11 orbital_gap_ha=0.1722
C 4.04394 3.20335 -0.56286
N 2.98901 2.67019 -1.43120
C 2.30479 3.75811 -2.14868
C 3.21703 4.48794 -3.10158
C 2.52929 5.07189 -4.34135
O 3.17666 6.28922 -4.62800
B 4.07545 6.62697 -3.48469
C 5.63032 6.76759 -4.07360
C 6.05169 5.58178 -4.86519
O 7.15584 5.46230 -5.37510
C 3.58874 8.08392 -2.86038
Cl 4.34465 9.54597 -3.49160
C 2.63931 8.32338 -1.94243
C 2.22077 9.65613 -1.40610
Cl 1.70948 7.00271 -1.27918
O 4.05649 5.47671 -2.56266
H 3.78889 4.17580 -0.13894
H 4.24327 2.51296 0.25301
H 4.95092 3.31904 -1.14126
H 2.28028 2.24681 -0.84733
H 1.51756 3.30310 -2.74814
H 1.80546 4.42304 -1.43874
H 3.86542 3.68453 -3.48487
H 1.45750 5.24615 -4.19320
H 2.64179 4.39655 -5.19002
H 5.75930 7.61506 -4.74344
H 6.34610 6.88693 -3.26023
H 5.33390 4.75838 -5.02407
H 3.08077 10.22185 -1.06979
H 1.74763 10.23443 -2.19511
H 1.50668 9.55141 -0.59877
C -4.65979 -1.56623 -2.25214
C -3.75226 -0.73341 -2.89898
C -2.67722 -0.20615 -2.20497
C -2.50923 -0.50395 -0.85878
C -3.42898 -1.32677 -0.20505
C -4.49990 -1.86192 -0.90954
C -3.28966 -1.63137 1.24828
O -4.08478 -2.35621 1.81115
C -2.15134 -1.01822 1.98724
C -2.02575 -1.24342 3.35274
C -0.96712 -0.68850 4.05093
C -0.02357 0.08841 3.38649
C -0.14476 0.31795 2.02777
C -1.21049 -0.22708 1.32485
C -1.33492 0.05773 -0.13203
O -0.50608 0.72731 -0.70694
H -5.49636 -1.98100 -2.79956
H -3.88438 -0.49855 -3.94661
H -1.96436 0.43763 -2.70118
H -5.20422 -2.50589 -0.40070
H -2.76050 -1.85064 3.86243
H -0.86928 -0.86048 5.11450
H 0.80594 0.51428 3.93451
H 0.58296 0.92368 1.50609
C 5.38447 2.27778 7.27535
C 4.69857 1.87452 6.13457
C 3.71928 0.90062 6.22193
C 3.42627 0.31878 7.44858
C 4.12856 0.71093 8.59092
C 5.10139 1.69760 8.49984
C 3.86091 0.07389 9.91046
O 4.46353 0.41665 10.90576
C 2.83318 -1.00495 9.97319
C 2.60069 -1.64890 11.18124
C 1.64219 -2.64393 11.26054
C 0.90562 -2.99627 10.13439
C 1.13568 -2.36059 8.92701
C 2.10362 -1.36860 8.83969
C 2.35629 -0.71394 7.52495
O 1.70999 -1.01634 6.54354
H 6.14417 3.04453 7.20577
H 4.92861 2.32249 5.17731
H 3.18050 0.58561 5.33961
H 5.63424 2.00393 9.38885
H 3.17375 -1.36792 12.05351
H 1.46554 -3.14725 12.20171
H 0.15301 -3.77059 10.20014
H 0.56993 -2.63206 8.04694
C -2.86407 -6.57443 -3.04009
C -3.60249 -5.46016 -2.65556
C -4.68865 -5.05492 -3.41077
C -5.03574 -5.75171 -4.55926
C -4.28379 -6.86022 -4.95534
C -3.20330 -7.27278 -4.18648
C -4.61383 -7.60144 -6.20443
O -3.96948 -8.57025 -6.54703
C -5.75838 -7.11434 -7.02713
C -6.05432 -7.75700 -8.22195
C -7.11938 -7.32576 -8.99302
C -7.89927 -6.25414 -8.57076
C -7.60685 -5.60742 -7.38284
C -6.53268 -6.02947 -6.61051
C -6.21563 -5.30257 -5.34843
O -6.89712 -4.36924 -4.97824
H -2.01905 -6.89423 -2.44534
H -3.32980 -4.90741 -1.76589
H -5.26687 -4.19438 -3.11226
H -2.63020 -8.13626 -4.49320
H -5.44632 -8.59094 -8.54302
H -7.34520 -7.82471 -9.92596
H -8.73450 -5.92214 -9.17284
H -8.20594 -4.77148 -7.05046

***

Record 4
89
Properties=species:S:1:pos:R:3 method="wB97M-V/def2-TZVPD" homo_energy_ev=-7.8 lumo_ev=-0.63 orbital_gap_ha=0.2621
Ca 2.63966 0.00969 2.08610
C 4.91297 -1.55402 -2.24255
C 3.97036 -0.78966 -2.81399
C 2.80323 -1.28544 -3.63577
C 1.72668 -1.98187 -2.76704
C 2.05914 -3.21912 -2.00012
C 3.06395 -4.06815 -2.24640
C 4.21531 -3.84958 -3.18753
C 5.36016 -2.85180 -2.81361
C 2.63403 -2.07252 2.99965
H 5.47268 -1.22307 -1.33865
H 3.87520 0.26956 -2.53386
H 3.05055 -1.91165 -4.48156
H 2.34838 -0.38951 -4.08370
H 1.45858 -1.17959 -2.07744
H 0.80761 -2.18309 -3.35305
H 1.19613 -3.59601 -1.43513
H 3.13596 -5.01297 -1.64688
H 3.82203 -3.50652 -4.14928
H 4.67717 -4.84305 -3.32813
H 6.06126 -3.32499 -2.11417
H 5.93037 -2.64661 -3.75097
H 3.65350 -2.37838 3.37998
H 2.52972 -2.59126 2.04118
H 1.85297 -2.61831 3.56538
P -2.34667 3.37838 0.69233
P -4.00852 0.67335 1.87227
C -3.43001 2.32363 -0.31612
C -4.21559 1.33596 0.19314
C -3.15209 5.02374 0.26832
C -3.87417 5.27688 -0.91674
C -4.53429 6.51319 -1.08447
C -4.43490 7.51296 -0.10751
C -3.68289 7.27304 1.05696
C -3.06126 6.03201 1.25844
C -0.88764 3.25162 -0.41276
C -0.22450 2.01169 -0.47465
C 0.92954 1.86912 -1.23728
C 1.38884 2.94501 -2.01018
C 0.72645 4.17691 -1.95923
C -0.40157 4.33742 -1.14907
C -5.86617 0.62544 2.22051
C -6.58245 1.84657 2.18357
C -7.96372 1.86522 2.40660
C -8.64167 0.65654 2.64905
C -7.95046 -0.56354 2.65314
C -6.56360 -0.57510 2.45017
C -3.72611 -1.09982 1.49562
C -3.20699 -1.89316 2.53717
C -2.97665 -3.25244 2.33467
C -3.21417 -3.82171 1.08046
C -3.70479 -3.03415 0.03833
C -3.93650 -1.66859 0.23568
H -3.42527 2.56821 -1.39082
H -5.05738 0.93293 -0.39534
H -3.95530 4.51876 -1.70621
H -5.13498 6.69072 -1.98628
H -4.93134 8.48542 -0.24863
H -3.59052 8.04791 1.82451
H -2.51711 5.82343 2.19006
H -0.62418 1.15476 0.06845
H 1.46350 0.91232 -1.25796
H 2.26681 2.81827 -2.64913
H 1.08815 5.01458 -2.55778
H -0.90230 5.30030 -1.09269
H -6.06310 2.78182 1.93755
H -8.51007 2.81666 2.36731
H -9.71482 0.67297 2.84423
H -8.48203 -1.51452 2.79732
H -6.03667 -1.53532 2.42422
H -3.02450 -1.43998 3.50858
H -2.60615 -3.86227 3.15780
H -2.97636 -4.87423 0.91037
H -3.90036 -3.48070 -0.93691
H -4.30600 -1.06674 -0.58947
O 4.90434 -0.00603 1.58362
C 4.92784 -1.19422 0.98596
O 3.86378 -1.57230 0.36082
C 6.11403 -2.12603 1.13988
C 6.29445 -3.32604 0.41632
C 7.55817 -3.93512 0.29217
C 8.67383 -3.45331 0.96395
C 8.45651 -2.35040 1.78719
C 7.21516 -1.71232 1.91022
H 5.42704 -3.81484 -0.02883
H 7.68205 -4.78039 -0.38357
H 9.67037 -3.88785 0.80997
H 9.31687 -1.95093 2.29939
H 7.12047 -0.87777 2.61284

***

Record 5
10
Properties=species:S:1:pos:R:3 method="wB97M-V/def2-TZVPD" homo_energy_ev=-9.4 lumo_ev=-0.82 orbital_gap_ha=0.3162
C 0.72719 0.19021 0.70537
C 0.17049 -0.86660 0.27219
C -3.01239 0.41109 -0.15481
N -1.84016 -0.37375 0.16418
O -2.97496 1.54617 -0.49950
Cl 0.20018 -2.39048 -0.21710
Cl -4.44809 -0.52782 0.25553
H 1.75654 0.32050 1.03514
H -0.05692 0.79824 0.93363
H -2.16483 -1.28320 0.39646

***

Record 6
17
Properties=species:S:1:pos:R:3 method="wB97M-V/def2-TZVPD" homo_energy_ev="-10.5 / -14.9" multiplicity=3 total_charge=+1 lumo_ev="-2.83 / -7.09" orbital_gap_ha="0.2809 / 0.2858"
C 0.53118 -0.80222 0.52106
C 0.61984 0.69380 0.11795
C 1.47829 -1.48680 -0.35249
N -2.42226 -0.44440 -0.22098
N 1.60538 1.50808 0.41201
N -0.36780 1.01442 -0.64818
O -0.15861 -1.39781 1.28899
H 2.35574 -1.74647 0.28395
H 1.68561 -0.97016 -1.25898
H 0.83726 -2.38309 -0.64928
H -3.00354 -0.90781 -0.95083
H -1.99967 -1.04644 0.39787
H 1.39158 2.43321 0.17822
H 2.05519 1.49230 1.29735
H -3.03007 0.13688 0.26368
H -0.37585 1.90256 -1.13916
H -1.43010 0.29688 -0.51186

***

| no. | electronic energy (hartree) |
| --- | --- |
| 1 | -714.71583 |
| 2 | -3131.51985 |
| 3 | -3644.17918 |
| 4 | -3136.32089 |
| 5 | -1166.35032 |
| 6 | -359.41158 |